Record 1
{"formula": "C6H14N7O3PdS", "method": "ωB97M-V/def2-TZVPD", "species": ["Pd", "N", "N", "C", "O", "O", "H", "H", "H", "N", "C", "N", "S", "H", "H", "H", "H", "C", "N", "C", "C", "O", "N", "C", "N", "H", "H", "H", "H", "H", "H", "H"], "positions_angstrom": [[0.0485, 0.6565, -0.5364], [-0.0161, -0.1790, 1.8971], [-0.2455, -1.5406, 1.6307], [-0.9720, -1.8930, 0.4659], [-1.5423, -2.9624, 0.4550], [-0.9583, -1.0611, -0.5399], [0.8766, -0.0666, 2.3545], [-0.7362, 0.2263, 2.4827], [-0.5635, -2.0990, 2.4113], [-1.3795, 1.5579, -3.2572], [-2.0719, 1.2571, -2.1638], [-3.0252, 0.3439, -2.2289], [-1.7595, 2.0694, -0.6509], [-1.5018, 1.0592, -4.1229], [-0.6488, 2.2455, -3.1947], [-3.1065, -0.2897, -3.0085], [-3.4695, 0.0703, -1.3687], [5.1539, -1.6682, -0.9862], [3.9398, -0.8790, -1.1085], [3.8800, 0.4450, -1.7293], [2.4419, 0.8123, -1.4504], [1.7974, 1.8237, -1.7274], [1.8503, -0.1931, -0.7573], [2.7677, -1.1465, -0.5239], [2.5059, -2.2036, 0.2252], [5.7951, -1.4578, -1.8383], [4.9153, -2.7305, -1.0158], [5.6937, -1.4355, -0.0677], [4.0932, 0.4147, -2.7977], [4.5607, 1.1499, -1.2482], [1.5781, -2.2951, 0.6260], [3.1724, -2.9422, 0.3650]], "atomic_forces_ev_per_a": [[0.040, 0.342, -0.122], [0.065, 0.089, 0.177], [0.228, 0.006, -0.150], [-0.498, 0.165, -0.212], [0.210, 0.040, -0.033], [-0.291, -0.209, 0.401], [0.068, -0.030, 0.090], [-0.112, -0.032, 0.036], [-0.040, -0.046, 0.043], [-0.033, 0.050, 0.069], [-0.262, 0.074, -0.098], [0.070, -0.002, 0.079], [-0.216, -0.275, -0.260], [-0.038, 0.015, -0.050], [0.055, 0.044, 0.017], [-0.039, 0.034, -0.059], [0.018, -0.050, 0.052], [-0.049, 0.050, -0.002], [0.063, 0.055, -0.081], [0.013, -0.097, 0.055], [-0.179, 0.149, -0.003], [0.269, -0.177, 0.149], [0.734, -0.112, -0.119], [-0.114, -0.111, 0.068], [0.055, -0.034, -0.112], [0.001, 0.013, -0.002], [0.004, 0.000, 0.000], [0.015, -0.011, 0.012], [-0.003, -0.024, -0.019], [0.012, 0.008, -0.008], [-0.079, 0.044, 0.088], [0.033, 0.031, -0.005]], "mulliken_charge": [0.46, -0.39, -0.30, 0.65, -0.66, -0.49, 0.24, 0.24, 0.24, -0.37, 0.72, -0.35, -0.32, 0.21, 0.22, 0.22, 0.23, -1.06, 0.05, -0.39, 0.49, -0.63, -0.21, 0.40, -0.27, 0.34, 0.41, 0.34, 0.33, 0.32, 0.13, 0.20], "orbital_gap_ev": [7.9, 7.9], "total_charge": 1, "homo_energy_ha": [-0.4350, -0.4350], "lumo_ev": [-3.97, -3.97], "total_energy_ev": -37332.8127}

=====

Record 2
{"formula": "C6H14NO", "method": "ωB97M-V/def2-TZVPD", "species": ["C", "N", "C", "C", "O", "C", "C", "C", "H", "H", "H", "H", "H", "H", "H", "H", "H", "H", "H", "H", "H", "H"], "positions_angstrom": [[2.1623, 1.2381, -1.0564], [1.9298, 2.5560, -1.0574], [-2.0976, 0.4436, 0.6410], [-2.7612, -0.9065, 0.2006], [-1.9649, -1.9249, 0.5652], [0.9713, 0.3011, -1.3193], [1.1471, -0.5859, 1.2730], [1.0897, -0.8515, -0.2993], [1.7212, 1.9412, -0.0446], [3.1270, 0.7063, -1.1543], [-2.3904, 1.4205, 0.2154], [-1.9904, 0.4348, 1.7358], [-1.0490, 0.4386, 0.3248], [-2.8415, -0.7719, -0.9160], [-3.8195, -0.8214, 0.5437], [0.9962, -0.0249, -2.3601], [0.0668, 0.8958, -1.2131], [2.0124, -1.1757, 1.5718], [0.2283, -0.9145, 1.7432], [1.4316, 0.4726, 1.4174], [0.1085, -1.3537, -0.2969], [1.9225, -1.5175, -0.5147]], "atomic_forces_ev_per_a": [[-1.994, 1.279, -2.970], [1.587, -2.147, 1.515], [1.072, 0.128, 0.149], [1.161, 1.424, -0.750], [-0.531, -0.238, 0.242], [1.339, 0.101, 1.875], [1.464, 0.825, -2.058], [-1.966, -0.612, 0.902], [-0.602, 1.252, -0.038], [0.410, 0.357, 0.291], [-0.875, -0.239, 0.376], [-0.455, 0.382, -0.067], [-0.144, -0.456, -0.035], [-0.221, -0.244, -0.081], [-0.072, -0.585, 0.301], [0.315, -0.272, 0.028], [-0.026, -0.094, 0.141], [-0.127, -0.017, 0.631], [-0.091, 0.261, 0.084], [-0.459, -0.285, 0.643], [0.359, -0.714, -0.696], [-0.142, -0.106, -0.484]], "mulliken_charge": [-0.07, -0.76, -0.58, -0.38, -0.86, -0.61, -0.91, -0.62, 0.36, 0.35, 0.46, 0.25, -0.30, 0.12, 0.29, 0.35, 0.27, 0.29, 0.31, 0.24, 0.23, 0.59], "orbital_gap_ev": 6.2, "total_charge": -1, "homo_energy_ha": -0.0965, "lumo_ev": 3.60, "total_energy_ev": -9981.8147}

=====

Record 3
{"formula": "C6H14NO", "method": "ωB97M-V/def2-TZVPD", "species": ["C", "C", "C", "O", "C", "N", "C", "C", "H", "H", "H", "H", "H", "H", "H", "H", "H", "H", "H", "H", "H", "H"], "positions_angstrom": [[0.1196, 0.6033, 0.0123], [-0.3861, 0.1940, -1.3704], [-1.0358, -1.1793, -1.2610], [-2.0169, -1.2535, -0.3179], [0.6088, 2.1707, -0.0832], [2.0835, 2.4906, 0.6799], [-1.0111, -2.5452, 2.2600], [2.1177, 2.0651, -0.6702], [-0.6784, 0.5615, 0.7840], [1.0538, 0.0121, 0.2235], [-1.1921, 0.8483, -1.6392], [0.2743, 0.1749, -2.2124], [-1.5530, -1.5064, -2.2097], [-0.2923, -2.0166, -1.0686], [0.5267, 2.8305, 0.8463], [0.2237, 2.7581, -1.0266], [0.0181, -3.0076, 2.0124], [-1.6924, -2.1418, 1.3941], [-1.5503, -3.4075, 2.7557], [2.7374, 1.1269, -0.7023], [2.4845, 2.9488, -1.4003], [-0.8397, -1.7269, 2.9938]], "atomic_forces_ev_per_a": [[1.085, 2.267, -0.690], [-1.127, -0.868, 1.011], [-1.898, -2.001, 0.471], [-0.010, 0.581, 0.417], [-0.426, -2.474, -2.599], [0.532, 0.406, -1.390], [-0.247, -0.847, -0.072], [2.583, 3.154, 2.779], [0.612, -0.587, -0.694], [-1.122, 0.536, 0.449], [-0.638, 0.581, -0.196], [1.245, 0.296, -0.213], [0.922, 0.550, -0.427], [0.416, 0.672, -0.244], [0.249, -0.548, -0.783], [0.171, -0.688, 2.043], [-1.602, 1.035, -0.221], [1.813, -0.623, 0.782], [0.372, 0.977, -0.175], [-1.661, 0.247, -0.821], [-1.121, -2.096, 0.892], [-0.149, -0.572, -0.317]], "mulliken_charge": [-0.39, -0.69, -0.70, -0.91, 0.12, -0.66, -0.81, -0.37, 0.22, 0.17, 0.33, 0.33, 0.29, 0.23, 0.12, 0.39, 0.16, 0.19, 0.28, 0.27, 0.22, 0.18], "orbital_gap_ev": 6.1, "total_charge": -1, "homo_energy_ha": -0.0894, "lumo_ev": 3.68, "total_energy_ev": -9980.5633}

=====

Record 4
{"formula": "C6H14NO", "method": "ωB97M-V/def2-TZVPD", "species": ["C", "N", "C", "C", "C", "O", "C", "C", "H", "H", "H", "H", "H", "H", "H", "H", "H", "H", "H", "H", "H", "H"], "positions_angstrom": [[-1.7991, -0.7656, 0.5468], [-0.8687, 0.3328, 0.3618], [0.3638, 0.0108, -0.4133], [1.2244, 1.2628, -0.5908], [2.0100, 1.2748, -2.0479], [2.6969, 0.1640, -2.2736], [1.2096, -1.0851, 0.2500], [-2.7042, -0.4756, 1.7628], [-1.2899, -1.7256, 0.6313], [-2.4846, -0.8709, -0.3121], [-0.4822, 0.6506, 1.2417], [0.0840, -0.3284, -1.4192], [2.0137, 1.3586, 0.1575], [0.5753, 2.1354, -0.6004], [2.6652, 2.1808, -2.0128], [1.1270, 1.4041, -2.7476], [1.8328, -0.6438, 1.0342], [0.7024, -1.9605, 0.6691], [1.8473, -1.5438, -0.5144], [-2.2616, -0.9247, 2.6548], [-3.6382, -1.0457, 1.6966], [-2.8238, 0.5949, 1.9255]], "atomic_forces_ev_per_a": [[-0.886, 0.428, 0.157], [1.019, 0.142, -0.757], [-0.089, -0.139, 0.280], [0.649, 0.115, -1.774], [-1.011, -0.983, 1.620], [0.416, -0.385, -0.328], [0.454, -0.667, -0.417], [0.589, -1.034, -0.147], [-0.071, -0.230, 0.271], [0.494, 0.285, -0.157], [-0.572, -0.081, 0.464], [-0.171, -0.001, 0.116], [-0.143, -0.046, 0.295], [-0.141, 0.296, 0.251], [-0.398, 0.440, -0.184], [0.360, 0.484, -0.123], [0.015, -0.132, -0.045], [-0.530, 0.377, 0.134], [0.332, 0.532, 0.077], [0.224, 0.266, 0.344], [-0.249, 0.359, -0.028], [-0.291, -0.023, -0.049]], "mulliken_charge": [-0.44, -0.11, 0.24, -1.07, -0.62, -0.87, -1.35, -4.23, 0.30, 0.43, 0.43, 0.18, 0.43, 0.36, 0.30, 0.22, 0.33, 0.41, 0.31, 0.22, 1.87, 0.66], "orbital_gap_ev": [2.9, 6.7], "s_squared": 0.7509, "total_charge": -2, "homo_energy_ha": [0.1401, -0.0026], "lumo_ev": [6.73, 6.67], "multiplicity": 2, "total_energy_ev": -9981.8733}

=====

Record 5
{"formula": "C6H14NO", "method": "ωB97M-V/def2-TZVPD", "species": ["C", "C", "C", "C", "C", "C", "N", "O", "H", "H", "H", "H", "H", "H", "H", "H", "H", "H", "H", "H", "H", "H"], "positions_angstrom": [[-1.0928, -0.0873, -1.6763], [1.4716, -0.9600, -1.0072], [0.5897, -1.4270, 1.4096], [-1.8318, -0.6224, 0.7152], [1.9068, 3.2427, 1.2432], [0.3710, -0.9735, -0.0566], [-0.8554, -0.6065, -0.3050], [1.6585, 2.3013, 0.5674], [-0.3328, 0.6200, -2.0634], [-2.0843, 0.4178, -1.7540], [1.9488, 0.0455, -0.6130], [1.0781, -0.7746, -1.9217], [2.2572, -1.6554, -0.9133], [-0.0782, -2.1697, 1.8069], [0.1412, -0.5289, 1.9652], [1.6310, -1.5007, 1.4964], [-2.8704, -0.5095, 0.1670], [-1.5764, 0.2124, 1.4498], [-2.0016, -1.6602, 1.1136], [-1.0820, -0.9856, -2.2483], [1.8342, 4.2859, 0.8248], [2.5796, 3.3255, 2.1590]], "atomic_forces_ev_per_a": [[-1.283, 0.798, 0.105], [0.570, 3.315, 3.235], [-1.670, 3.252, -1.369], [-3.753, 0.144, -0.212], [2.619, 3.101, -0.020], [-1.378, -2.294, 3.084], [2.941, 0.689, -2.020], [-0.755, -1.629, 0.015], [-0.363, -0.406, 0.711], [0.784, -0.569, 0.244], [-0.461, -1.340, -1.002], [-0.266, 0.197, -3.047], [0.425, -1.182, 0.166], [0.312, -1.014, -0.359], [1.415, -0.891, -0.262], [1.235, -0.586, 0.988], [2.007, 0.547, 1.322], [-0.966, -1.335, -0.656], [0.759, 1.175, 0.220], [-0.251, -0.355, -1.111], [-0.864, -0.477, 0.182], [-1.058, -1.139, -0.213]], "mulliken_charge": [-1.13, -1.44, -1.32, -1.04, -0.07, 1.19, 0.17, -0.39, 0.34, 0.33, 0.37, 0.44, 0.41, 0.39, 0.35, 0.36, 0.34, 0.42, 0.34, 0.51, 0.21, 0.22], "orbital_gap_ev": 9.9, "total_charge": 1, "homo_energy_ha": -0.4901, "lumo_ev": -3.45, "total_energy_ev": -9977.8054}

=====

Record 6
{"formula": "C6H14NO", "method": "ωB97M-V/def2-TZVPD", "species": ["C", "C", "C", "C", "C", "N", "C", "O", "H", "H", "H", "H", "H", "H", "H", "H", "H", "H", "H", "H", "H", "H"], "positions_angstrom": [[1.4769, 1.7601, -0.9165], [0.5982, 2.1929, -0.0205], [0.0537, 1.4525, 1.2156], [0.2717, -0.0418, 1.1222], [-0.7369, -0.8130, 0.2861], [-1.1224, -0.1619, -1.0479], [-0.1592, -2.2728, 0.0653], [-0.7140, -2.8904, -1.0161], [1.6849, 2.2996, -1.8304], [1.9610, 0.8441, -0.6499], [0.2833, 3.2302, 0.1707], [0.5787, 1.9694, 2.0522], [-0.8955, 1.9820, 1.4723], [1.2755, -0.3733, 0.7670], [0.3720, -0.5854, 2.0491], [-1.5998, -0.7674, 0.9577], [-0.3559, -0.1630, -1.7121], [-1.4284, 0.7871, -0.8620], [-1.9479, -0.5821, -1.5047], [-0.3281, -2.7172, 1.0777], [0.9318, -2.1764, 0.1467], [-0.1997, -2.9734, -1.8225]], "atomic_forces_ev_per_a": [[-0.910, 0.367, 0.269], [-0.531, 0.863, 1.799], [1.561, 1.806, 0.073], [0.959, -0.545, -0.549], [0.250, -0.715, 0.590], [-0.813, -0.413, 0.703], [0.274, 2.077, 2.172], [-1.103, -0.790, -0.416], [0.551, 0.137, 0.290], [0.220, -0.704, -0.729], [-0.003, -0.126, -1.490], [0.408, -0.953, -0.192], [-0.329, -1.584, -0.594], [-0.279, 1.314, -0.284], [-0.882, 0.132, 0.837], [-0.613, -0.469, -0.932], [0.259, 0.274, -0.063], [0.458, 0.556, -0.052], [0.529, -0.511, 0.394], [-0.612, -0.585, -1.087], [0.034, -0.152, -1.101], [0.573, 0.021, 0.361]], "mulliken_charge": [-0.98, -0.09, -0.75, -0.98, 0.30, -0.22, -0.77, -0.54, 0.31, 0.33, 0.31, 0.36, 0.35, 0.35, 0.50, 0.26, 0.35, 0.36, 0.40, 0.37, 0.43, 0.35], "orbital_gap_ev": 10.1, "total_charge": 1, "homo_energy_ha": -0.4931, "lumo_ev": -3.36, "smiles": "C=CCC[C@@H]([NH3+])CO", "total_energy_ev": -9978.0298}

=====

Record 7
{"formula": "C6H14NO", "method": "ωB97M-V/def2-TZVPD", "species": ["C", "C", "C", "C", "C", "C", "N", "H", "H", "H", "H", "H", "H", "H", "H", "H", "H", "H", "H", "H", "H", "O"], "positions_angstrom": [[2.0657, 0.3690, 0.0905], [0.7549, 0.7090, 0.8449], [-0.4003, -0.2367, 0.4991], [-1.7620, 0.2043, 0.9726], [-2.5611, 1.0350, 0.1644], [-2.3428, 1.3589, -1.1730], [2.4285, -0.9810, 0.4346], [2.8358, 1.0940, 0.3920], [1.8954, 0.4376, -1.0066], [0.9437, 0.5912, 1.9359], [0.4258, 1.7770, 0.7442], [-0.5106, -0.2700, -0.6001], [-2.2858, -0.1338, 1.8868], [-3.4610, 1.4056, 0.6245], [-1.8475, 0.5716, -1.7245], [-2.9950, 2.0159, -1.7685], [3.3876, -1.1534, 0.5476], [-0.1800, -1.2740, 0.7924], [1.7366, -1.6822, -0.4611], [1.1255, -2.8232, -1.7346], [-0.4494, 1.8516, -1.7413], [0.9923, -2.0443, -1.1810]], "atomic_forces_ev_per_a": [[-0.619, 0.389, 0.998], [-0.462, 0.703, 1.420], [-0.986, -0.375, -0.502], [-0.482, 0.040, -0.968], [0.520, 0.224, 0.554], [-0.045, -0.900, -0.347], [-1.588, 0.858, -2.162], [0.005, -0.297, -0.240], [0.196, -0.143, 0.279], [0.064, 0.162, -0.648], [0.658, -0.872, -0.352], [0.172, 0.053, 0.322], [0.881, 0.100, -0.272], [-0.225, 0.389, 0.151], [0.198, 0.074, -0.482], [0.502, -0.016, 0.540], [1.903, -0.611, 0.845], [-0.297, 0.471, 0.360], [1.344, 0.363, 1.142], [0.483, -0.880, -0.316], [-0.804, 0.163, 0.358], [-1.417, 0.105, -0.678]], "mulliken_charge": [-0.54, -0.47, -0.33, -0.43, 0.03, -1.01, -0.23, 0.43, 0.32, 0.36, 0.40, 0.15, 0.44, 0.47, 0.61, 0.34, 0.27, 0.45, 0.41, 0.38, 0.21, -0.25], "orbital_gap_ev": [8.9, 5.1], "s_squared": 1.8398, "total_charge": 2, "homo_energy_ha": [-0.7230, -0.6728], "lumo_ev": [-10.75, -13.17], "multiplicity": 2, "total_energy_ev": -9958.7365}

=====

Record 8
{"formula": "C6H14NO2S", "method": "ωB97M-V/def2-TZVPD", "species": ["C", "C", "C", "C", "C", "C", "N", "O", "O", "S", "H", "H", "H", "H", "H", "H", "H", "H", "H", "H", "H", "H", "H", "H"], "positions_angstrom": [[-1.0637, -0.2342, -0.1623], [-0.3738, 1.5943, 1.3112], [-0.1175, -0.8267, 1.7517], [-0.3114, -2.0116, -1.3913], [1.3181, 0.3337, 0.1460], [1.2116, 1.3317, -0.9807], [0.0044, 0.2507, 0.8086], [-2.1708, 0.1809, -0.0976], [0.0817, 1.0467, -1.6983], [-1.6212, -3.1682, -1.2427], [-1.3419, 1.5607, 1.8756], [0.5172, 2.0104, 2.0190], [-0.6167, 2.3055, 0.5815], [0.3533, -0.5425, 2.7601], [-1.2161, -1.1026, 1.8622], [0.4941, -1.5807, 1.4188], [0.4751, -2.2439, -0.7384], [-0.1508, -1.4815, -2.2148], [1.9701, 0.5448, 0.9288], [1.6050, -0.5990, -0.2557], [1.2438, 2.3547, -0.5688], [2.1242, 1.1894, -1.5449], [0.0061, 1.7906, -2.2547], [-2.4209, -2.7033, -2.3134]], "atomic_forces_ev_per_a": [[-3.814, 2.291, -0.115], [0.756, 0.611, 4.117], [-0.981, 0.822, 4.200], [-1.499, -4.872, 1.334], [-1.144, 0.233, -0.725], [2.344, 0.464, 1.665], [-0.687, 1.475, -0.749], [1.745, -0.709, -0.092], [-0.364, -0.797, 0.103], [-0.004, 1.544, -1.322], [1.115, -0.494, -0.096], [-2.222, -1.087, -1.679], [0.254, 0.602, -1.558], [-0.987, -0.101, -1.333], [1.633, 0.157, 0.121], [0.888, -2.232, -0.906], [0.956, -0.286, 0.707], [0.434, 2.119, -3.288], [1.557, 0.855, 1.031], [-0.056, -1.233, -0.315], [-0.186, -0.198, -0.305], [0.297, 0.150, -0.464], [-0.936, 1.182, -1.572], [0.899, -0.496, 1.244]], "mulliken_charge": [0.32, -0.87, -0.87, -0.94, -0.71, -0.65, 0.17, -0.37, -0.40, -0.08, 0.35, 0.29, 0.38, 0.36, 0.35, 0.44, 0.35, 0.53, 0.61, 0.36, 0.44, 0.43, 0.30, 0.20], "orbital_gap_ev": [7.1, 7.7], "s_squared": 2.0081, "total_charge": 1, "homo_energy_ha": [-0.3608, -0.4992], "lumo_ev": [-2.67, -5.84], "multiplicity": 3, "total_energy_ev": -22856.1354}